Arrangement 1

{
  "formula": "C2H10NO",
  "method": "ωB97M-V with the def2-TZVPD basis set",
  "elements": ["O", "H", "H", "H", "C", "C", "N", "H", "H", "H", "H", "H", "H", "H"],
  "positions_angstrom": [[-1.046, 1.838, 1.708], [-0.274, 2.415, 1.801], [-0.152, 0.518, 0.821], [-1.551, 1.990, 2.551], [0.533, -1.312, -1.850], [-0.069, -1.171, -0.401], [0.586, 0.183, 0.181], [0.756, -0.387, -2.445], [1.552, -1.729, -1.846], [-0.156, -1.795, -2.559], [-1.102, -0.845, -0.340], [0.175, -1.910, 0.345], [1.369, 0.032, 0.815], [0.898, 0.672, -0.667]],
  "mulliken_charge": [-0.715, 0.335, 0.347, 0.350, -1.133, -0.218, -0.371, 0.386, 0.353, 0.322, 0.311, 0.352, 0.351, 0.331],
  "homo_ev": -16.443,
  "orbital_gap_ev": 12.98,
  "charge": 1
}

Arrangement 2

{
  "formula": "C2H10NO",
  "method": "ωB97M-V with the def2-TZVPD basis set",
  "elements": ["N", "H", "H", "H", "H", "C", "O", "C", "H", "H", "H", "H", "H", "H"],
  "positions_angstrom": [[-0.523, -1.757, 1.532], [-1.216, -2.148, 0.895], [-0.059, -0.866, 1.159], [0.242, -2.400, 1.667], [-1.027, -1.541, 2.399], [-0.004, 0.332, -1.017], [0.843, -0.043, 0.098], [-0.219, 1.825, -1.096], [-0.903, -0.265, -0.874], [0.461, 0.006, -1.926], [1.750, 0.228, -0.087], [-1.190, 2.044, -1.563], [0.429, 2.357, -1.784], [-0.197, 2.254, -0.092]],
  "mulliken_charge": [-0.491, 0.371, 0.353, 0.375, 0.384, -0.105, -0.639, -1.073, 0.237, 0.319, 0.315, 0.320, 0.325, 0.308],
  "homo_ev": -15.179,
  "orbital_gap_ev": 11.38,
  "charge": 1
}

arrangement 2 is the most stable structure; the next one sits 28.1 kJ/mol above it.

Arrangement 1

{
  "formula": "C2H10NO",
  "method": "ωB97M-V with the def2-TZVPD basis set",
  "elements": ["O", "H", "H", "H", "C", "C", "N", "H", "H", "H", "H", "H", "H", "H"],
  "positions_angstrom": [[-0.273, 2.663, -1.656], [0.416, 3.246, -1.479], [1.143, 0.083, -0.623], [-0.849, 2.972, -2.349], [0.366, -1.957, 1.008], [-0.333, -0.612, 0.863], [0.078, 0.208, -0.335], [1.067, -2.094, 1.806], [-0.300, -2.856, 1.386], [0.703, -2.194, 0.024], [-1.375, -0.812, 0.758], [-0.042, 0.013, 1.798], [-0.422, 0.097, -1.255], [-0.177, 1.243, 0.054]],
  "mulliken_charge": [-0.591, 0.303, 0.373, 0.309, -1.078, -0.211, -0.487, 0.316, 0.296, 0.329, 0.304, 0.303, 0.365, 0.467],
  "homo_ev": -16.231,
  "orbital_gap_ev": 12.57,
  "charge": 1
}

Arrangement 2

{
  "formula": "C2H10NO",
  "method": "ωB97M-V with the def2-TZVPD basis set",
  "elements": ["O", "H", "H", "H", "C", "N", "C", "H", "H", "H", "H", "H", "H", "H"],
  "positions_angstrom": [[0.316, 1.729, -2.117], [1.170, 2.130, -2.295], [0.439, 0.059, -0.582], [-0.101, 1.423, -2.923], [0.750, -1.330, 0.919], [-0.137, -0.463, 0.082], [-1.010, 0.426, 0.899], [1.568, -0.754, 1.342], [0.187, -1.948, 1.605], [1.237, -2.023, 0.227], [-0.689, -1.109, -0.483], [-1.084, 0.029, 1.899], [-2.025, 0.406, 0.539], [-0.622, 1.425, 0.888]],
  "mulliken_charge": [-0.665, 0.332, 0.341, 0.328, -0.965, -0.126, -0.782, 0.377, 0.403, 0.386, 0.374, 0.333, 0.368, 0.296],
  "homo_ev": -15.969,
  "orbital_gap_ev": 12.57,
  "charge": 1
}

Arrangement 3

{
  "formula": "C2H10NO",
  "method": "ωB97M-V with the def2-TZVPD basis set",
  "elements": ["N", "H", "H", "H", "H", "C", "O", "C", "H", "H", "H", "H", "H", "H"],
  "positions_angstrom": [[1.719, 1.610, -0.756], [2.699, 1.850, -0.622], [1.245, 0.853, -0.035], [1.146, 2.453, -0.781], [1.660, 1.228, -1.703], [-0.392, -1.314, 0.208], [0.491, -0.163, 0.513], [-1.848, -0.751, 0.403], [-0.234, -1.540, -0.853], [-0.380, -2.210, 0.822], [0.406, -0.177, 1.475], [-2.007, 0.277, 0.059], [-2.494, -1.371, -0.212], [-2.012, -0.745, 1.483]],
  "mulliken_charge": [-0.577, 0.363, 0.418, 0.365, 0.369, -0.274, -0.538, -0.996, 0.328, 0.243, 0.314, 0.293, 0.340, 0.351],
  "homo_ev": -15.263,
  "orbital_gap_ev": 11.64,
  "charge": 1
}

arrangement 2 is the most stable structure; the next one sits 48.5 kJ/mol above it.

Arrangement 1

{
  "formula": "C2H10N3",
  "method": "ωB97M-V with the def2-TZVPD basis set",
  "elements": ["C", "N", "H", "H", "H", "H", "H", "H", "N", "C", "N", "H", "H", "H", "H"],
  "positions_angstrom": [[2.248, 0.679, -1.053], [1.558, -0.074, 0.035], [2.625, -0.057, -1.791], [1.572, 1.224, -1.704], [3.154, 1.190, -0.757], [2.298, -0.131, 0.724], [1.185, -0.980, -0.223], [0.332, 0.349, 0.043], [-3.025, -0.660, 0.768], [-1.718, -0.434, 0.877], [-0.973, 0.281, 0.070], [-3.392, -1.289, 1.452], [-3.313, -0.451, -0.185], [-1.286, -0.900, 1.766], [-1.268, 1.253, -0.024]],
  "mulliken_charge": [-0.821, -0.498, 0.327, 0.286, 0.321, 0.271, 0.355, 0.469, -0.342, 0.169, -0.669, 0.291, 0.294, 0.298, 0.250],
  "homo_ev": -14.147,
  "orbital_gap_ev": 10.71,
  "charge": 1
}

Arrangement 2

{
  "formula": "C2H10N3",
  "method": "ωB97M-V with the def2-TZVPD basis set",
  "elements": ["C", "C", "N", "N", "N", "H", "H", "H", "H", "H", "H", "H", "H", "H", "H"],
  "positions_angstrom": [[2.076, 0.207, -0.261], [-0.871, -1.207, -0.111], [-0.932, 0.850, -1.030], [-0.776, 0.695, 1.370], [-0.498, 0.188, 0.128], [2.267, 1.066, 0.168], [2.309, -0.814, -0.137], [1.652, 0.161, -1.197], [-0.918, -1.475, -1.273], [-0.005, -1.766, 0.325], [-1.901, -1.531, 0.308], [-1.488, 0.395, -1.728], [-1.273, 1.769, -0.740], [-0.005, 0.552, 2.014], [-1.276, 1.562, 1.273]],
  "mulliken_charge": [-0.974, -0.757, -0.511, -0.537, 0.642, 0.439, 0.391, 0.350, 0.328, 0.306, 0.299, 0.274, 0.236, 0.272, 0.242],
  "homo_ev": [-13.150, -14.172],
  "orbital_gap_ev": [6.94, 9.81],
  "charge": 1
}

Arrangement 3

{
  "formula": "C2H10N3",
  "method": "ωB97M-V with the def2-TZVPD basis set",
  "elements": ["N", "C", "N", "C", "N", "H", "H", "H", "H", "H", "H", "H", "H", "H", "H"],
  "positions_angstrom": [[-1.027, -1.190, 1.062], [-0.832, 0.210, 0.899], [-0.484, 0.641, -0.499], [0.705, -0.172, -1.118], [1.884, 0.304, -0.524], [-1.846, -1.578, 0.609], [-1.205, -1.271, 2.066], [0.023, 0.552, 1.478], [-1.662, 0.885, 1.153], [-1.310, 0.697, -1.100], [-0.120, 1.596, -0.406], [0.619, -0.027, -2.185], [0.482, -1.190, -0.797], [2.068, 0.013, 0.427], [2.704, 0.530, -1.065]],
  "mulliken_charge": [-0.508, -0.659, -0.264, -0.407, -0.461, 0.238, 0.278, 0.431, 0.394, 0.377, 0.370, 0.459, 0.348, 0.193, 0.211],
  "homo_ev": -14.244,
  "orbital_gap_ev": 11.00,
  "charge": 1,
  "smiles": "NC[NH2+]CN"
}

arrangement 3 is the most stable structure; the next one sits 72.9 kJ/mol above it.